1.
The following is a quantum chemistry calculation of one molecule with the formula CH2Cl2 in a non-equilibrium geometry, from the OMol25 dataset.

The calculation puts the energy at -959.67603 Ha. For the HOMO-LUMO gap, the calculation gives 12.0 eV. As for the lowest unoccupied orbital energy: 1.040 eV. As for the energy relative to the best compared isomer or geometry (same formula, charge and spin): 2.8 kcal/mol. Its SMILES is ClCCl.

The geometry in ORCA input format:
```
! wB97M-V def2-TZVPD RIJCOSX def2/J DEFGRID3
* xyz 0 1
Cl -0.930 1.078 0.926
C 0.082 -0.055 0.045
Cl -0.269 -0.424 -1.638
H 1.097 0.339 -0.014
H 0.020 -0.937 0.682
*
```

2.
The following is a quantum chemistry calculation of one molecule with the formula C2H4N4, from the OMol25 dataset.

The calculation puts the energy at -297.64250 Ha. For the HOMO-LUMO gap, the calculation gives 9.6 eV. As for the lowest unoccupied orbital energy: 1.064 eV. As for the energy relative to the best compared isomer or geometry (same formula, charge and spin): 1.1 kcal/mol. Its SMILES is Nc1nc[nH]n1.

The geometry in ORCA input format:
```
! wB97M-V def2-TZVPD RIJCOSX def2/J DEFGRID3
* xyz 0 1
N 0.118 -1.837 0.689
C -0.035 -0.574 0.173
N 0.782 0.415 0.642
C 0.458 1.437 -0.116
N -0.503 1.091 -0.980
N -0.845 -0.220 -0.812
H 0.687 -1.856 1.521
H -0.611 -2.526 0.636
H 0.899 2.422 -0.061
H -0.948 1.649 -1.692
*
```

3.
The following is a quantum chemistry calculation of a 2-piece molecular cluster, C4H10N2OS overall in a non-equilibrium geometry, from the OMol25 dataset.

The calculation puts the energy at -741.11864 Ha. For the HOMO-LUMO gap (spin up / spin down), the calculation gives 7.7 / 8.1 eV. As for the lowest unoccupied orbital energy (spin up / spin down): -0.791 / -0.199 eV. As for the energy relative to the best compared isomer or geometry (same formula, charge and spin): 162.7 kcal/mol.

The geometry in ORCA input format:
```
! wB97M-V def2-TZVPD RIJCOSX def2/J DEFGRID3
* xyz 0 1
C -1.756 1.580 0.630
C -2.183 0.479 -0.356
C -1.402 0.190 0.907
C 2.648 -1.764 0.574
N 2.054 -0.767 -0.224
N 1.217 1.430 -1.159
O 1.659 1.269 1.286
S 1.242 0.395 0.217
H -1.028 2.317 0.230
H -2.499 2.067 1.146
H -3.133 0.087 -0.538
H -1.625 0.332 -1.251
H -1.674 -0.360 1.833
H 3.737 -1.555 0.475
H 2.507 -2.741 0.322
H 2.226 -1.586 1.606
H 0.656 1.090 -1.926
H 0.692 2.139 -0.815
*
```

4.
The following is a quantum chemistry calculation of one molecule with the formula C5H12N2O2 in a non-equilibrium geometry, from the OMol25 dataset.

The calculation puts the energy at -457.59182 Ha. For the HOMO-LUMO gap, the calculation gives 9.9 eV. As for the lowest unoccupied orbital energy: 0.918 eV. As for the energy relative to the best compared isomer or geometry (same formula, charge and spin): 98.6 kcal/mol. Its SMILES is CCN(N=O)[C@@H](C)OC.

The geometry in ORCA input format:
```
! wB97M-V def2-TZVPD RIJCOSX def2/J DEFGRID3
* xyz 0 1
C 2.514 -1.031 0.511
C 1.367 -0.989 -0.394
N 0.333 0.005 -0.025
N 0.572 1.308 -0.256
O 1.587 1.606 -0.819
C -0.797 -0.311 0.739
C -1.351 0.965 1.339
O -1.648 -1.108 -0.122
C -2.425 -0.301 -1.040
H 3.004 -0.003 0.655
H 2.171 -1.390 1.453
H 3.304 -1.668 0.070
H 1.832 -0.660 -1.360
H 0.783 -1.908 -0.564
H -0.474 -1.098 1.486
H -2.157 0.688 1.985
H -0.603 1.386 1.980
H -1.610 1.760 0.637
H -1.835 0.277 -1.723
H -3.014 0.473 -0.461
H -3.093 -1.026 -1.582
*
```

5.
The following is a quantum chemistry calculation of a 2-piece molecular cluster, C3H10N3O overall in a non-equilibrium geometry, from the OMol25 dataset.

The calculation puts the energy at -359.56315 Ha. For the HOMO-LUMO gap, the calculation gives 10.0 eV. As for the lowest unoccupied orbital energy: -4.491 eV. As for the energy relative to the best compared isomer or geometry (same formula, charge and spin): 48.2 kcal/mol.

The geometry in ORCA input format:
```
! wB97M-V def2-TZVPD RIJCOSX def2/J DEFGRID3
* xyz 1 1
C -0.891 0.277 0.050
C -0.003 -0.742 -0.683
C -0.738 1.722 -0.268
N 0.614 0.133 1.560
N -0.463 -1.993 -0.648
N 1.127 -0.395 -1.292
O -1.833 -0.088 0.721
H 0.237 1.949 -0.790
H -0.763 2.300 0.689
H -1.508 2.202 -0.940
H 0.653 -0.867 1.446
H 1.510 0.448 1.735
H -0.069 -2.786 -1.141
H -1.342 -2.147 -0.232
H 1.382 0.591 -1.199
H 0.200 0.373 2.440
H 1.888 -0.976 -1.449
*
```

- energy of number 4 (C5H12N2O2)?
  -457.59182 Ha

- The lowest energy relative to the best compared isomer or geometry (same formula, charge and spin) belongs to which entry?
  C2H4N4

- Which of these has the highest energy relative to the best compared isomer or geometry (same formula, charge and spin)?
  C4H10N2OS